Below is a molecular structure, C12H16Cr2F4MgN4O15P2S, with properties calculated with ωB97M-V with the def2-TZVPD basis set.

**Molar mass**: 754.577 u
**HOMO (spin up / spin down)**: -4.67 / -5.88 eV
**Net charge**: -1
**HOMO-LUMO gap (spin up / spin down)**: 5.9 / 7.0 eV
**Lowest unoccupied orbital energy (spin up / spin down)**: 1.18 / 1.17 eV
**DFT total energy**: -5584.18197 a.u.
**Multiplicity**: 8

Geometry (Å):
Cr1 8.759 -25.942 -9.314
Cr2 9.121 -23.158 -7.078
Mg1 5.895 -24.007 -8.775
O1 6.770 -25.710 -8.894
H1 6.253 -26.447 -8.514
C1 7.154 -24.281 -3.064
F1 7.085 -25.209 -2.050
F2 5.956 -23.834 -3.432
F3 7.922 -23.294 -2.595
S1 7.933 -25.072 -4.698
O2 7.002 -26.059 -5.276
O3 8.142 -23.951 -5.586
O4 9.211 -25.581 -4.230
P1 10.843 -25.298 -7.496
O5 9.282 -25.056 -7.655
O6 10.687 -26.028 -8.855
O7 11.081 -26.034 -6.142
O8 10.862 -23.819 -7.391
P2 8.039 -22.802 -9.450
O9 8.609 -24.155 -9.964
O10 6.512 -22.661 -9.744
O11 8.953 -21.960 -8.495
O12 7.464 -23.288 -8.100
C2 6.899 -24.692 -12.571
C3 8.078 -23.961 -13.211
O13 7.609 -22.624 -13.183
C4 6.286 -22.592 -13.149
O14 5.651 -21.575 -13.194
O15 5.841 -23.822 -12.969
F4 8.238 -24.333 -14.479
H2 6.918 -24.793 -11.486
H3 6.800 -25.612 -13.148
H4 9.057 -24.079 -12.747
C5 3.082 -26.002 -11.854
C6 3.797 -25.144 -10.891
N1 4.389 -24.526 -10.099
H5 3.317 -25.611 -12.844
H6 2.005 -25.870 -11.751
H7 3.308 -27.055 -11.687
C7 11.228 -19.494 -8.519
C8 12.465 -18.792 -8.515
N2 13.480 -18.227 -8.443
H8 10.624 -19.017 -7.748
H9 11.371 -20.575 -8.502
H10 10.858 -19.277 -9.521
C9 7.414 -19.306 -8.164
C10 6.926 -20.278 -7.090
N3 6.498 -20.948 -6.258
H11 6.811 -18.401 -8.092
H12 7.241 -19.813 -9.113
H13 8.485 -19.161 -8.019
C11 11.480 -23.677 -11.371
C12 12.042 -24.414 -12.488
N4 12.456 -25.126 -13.336
H14 10.408 -23.863 -11.301
H15 11.585 -22.616 -11.596
H16 11.940 -23.993 -10.435

Below is 14 unconnected molecules or ions with the total composition C42H98N14O14, with properties calculated with ωB97M-V with the def2-TZVPD basis set.

**Molar mass**: 1023.330 u
**Energy above the lowest of the compared OMol25 structures with the same formula, charge and spin**: 1103.8 kJ/mol
**HOMO**: -8.55 eV
**HOMO-LUMO gap**: 8.6 eV
**Lowest unoccupied orbital energy**: 0.06 eV
**DFT total energy**: -3478.92567 a.u.
**Multiplicity**: 1

Geometry (Å):
C1 -0.807 -0.677 4.634
O1 0.439 -0.547 4.756
N1 -1.491 -1.775 4.363
C2 -2.975 -1.797 4.579
C3 -0.895 -3.101 3.938
H1 -1.552 0.127 4.731
H2 -2.993 -2.675 5.224
H3 -3.602 -1.965 3.703
H4 -3.281 -0.843 5.008
H5 0.170 -3.148 3.708
H6 -1.094 -3.835 4.719
H7 -1.430 -3.446 3.053
C4 2.420 -6.581 0.665
O2 3.453 -6.136 0.183
N2 1.198 -6.037 0.582
C5 -0.020 -6.569 1.213
C6 1.038 -4.722 -0.113
H8 2.474 -7.524 1.230
H9 -0.271 -5.856 1.999
H10 0.169 -7.484 1.775
H11 -0.846 -6.700 0.515
H12 0.088 -4.677 -0.646
H13 1.075 -3.948 0.653
H14 1.827 -4.465 -0.820
C7 -0.249 1.435 -4.762
O3 -0.236 1.994 -3.683
N3 0.559 1.834 -5.745
C8 0.466 1.209 -7.032
C9 1.452 2.926 -5.709
H15 -0.811 0.533 -5.051
H16 1.371 0.743 -7.421
H17 0.283 2.066 -7.681
H18 -0.420 0.584 -7.148
H19 1.317 3.636 -6.525
H20 1.483 3.455 -4.757
H21 2.445 2.512 -5.883
C10 -1.668 -1.091 0.808
O4 -2.808 -0.869 0.470
N4 -0.570 -0.491 0.361
C11 0.702 -0.596 1.078
C12 -0.640 0.662 -0.622
H22 -1.468 -1.920 1.504
H23 0.628 0.102 1.911
H24 1.515 -0.185 0.479
H25 0.889 -1.624 1.389
H26 -0.498 1.636 -0.155
H27 0.158 0.608 -1.362
H28 -1.539 0.895 -1.193
C13 4.991 1.181 -1.774
O5 4.868 2.178 -2.470
N5 4.074 0.208 -1.706
C14 4.444 -0.963 -0.920
C15 2.785 0.145 -2.399
H29 5.808 0.995 -1.060
H30 3.543 -1.096 -0.321
H31 5.309 -0.845 -0.268
H32 4.722 -1.700 -1.673
H33 2.716 -0.767 -2.993
H34 1.889 0.098 -1.781
H35 2.820 0.894 -3.191
C16 0.200 -2.471 -5.433
O6 -0.730 -1.661 -5.499
N6 0.657 -2.905 -4.240
C17 -0.062 -2.783 -3.014
C18 1.944 -3.521 -3.956
H36 0.721 -2.863 -6.320
H37 -0.036 -3.701 -2.427
H38 -1.113 -2.508 -3.110
H39 0.364 -1.938 -2.474
H40 2.573 -3.776 -4.809
H41 2.559 -2.921 -3.286
H42 1.837 -4.383 -3.298
C19 -3.618 -3.831 -0.136
O7 -2.740 -4.172 0.635
N7 -3.768 -4.322 -1.405
C20 -2.879 -5.283 -1.862
C21 -4.914 -4.025 -2.322
H43 -4.401 -3.106 0.136
H44 -2.057 -4.835 -2.420
H45 -3.378 -5.951 -2.564
H46 -2.469 -5.844 -1.021
H47 -5.093 -4.976 -2.822
H48 -5.855 -3.820 -1.812
H49 -4.710 -3.239 -3.049
C22 1.885 6.320 -0.570
O8 1.132 7.054 -1.268
N8 2.067 5.021 -0.892
C23 3.133 4.378 -0.256
C24 1.417 4.232 -1.880
H50 2.333 6.611 0.392
H51 3.971 4.483 -0.945
H52 2.912 3.338 -0.013
H53 3.503 4.805 0.676
H54 0.818 3.492 -1.349
H55 0.735 4.741 -2.562
H56 2.100 3.694 -2.537
C25 4.376 1.327 2.236
O9 3.245 0.907 2.144
N9 5.096 1.634 3.333
C26 6.211 2.623 3.424
C27 4.599 1.250 4.678
H57 4.749 1.820 1.325
H58 6.052 3.144 2.480
H59 7.160 2.087 3.459
H60 6.127 3.345 4.236
H61 3.802 0.508 4.632
H62 5.380 0.780 5.275
H63 4.312 2.128 5.257
C28 2.059 4.937 3.436
O10 1.900 5.913 2.747
N10 1.261 3.852 3.272
C29 0.461 3.731 2.059
C30 1.186 2.774 4.221
H64 2.789 4.884 4.258
H65 0.660 4.469 1.282
H66 -0.615 3.721 2.234
H67 0.705 2.754 1.642
H68 2.158 2.591 4.680
H69 0.412 2.976 4.961
H70 1.128 1.784 3.767
C31 -3.937 6.018 -1.919
O11 -3.874 7.236 -1.685
N11 -2.915 5.187 -1.704
C32 -2.965 3.784 -2.236
C33 -1.756 5.577 -0.958
H71 -4.851 5.478 -2.211
H72 -3.909 3.478 -2.686
H73 -2.887 3.128 -1.369
H74 -2.082 3.582 -2.842
H75 -1.770 5.087 0.016
H76 -0.772 5.310 -1.344
H77 -1.778 6.650 -0.772
C34 -4.526 0.984 3.235
O12 -3.998 1.531 4.183
N12 -5.840 0.673 3.294
C35 -6.513 -0.016 2.202
C36 -6.601 0.734 4.550
H78 -4.059 0.810 2.253
H79 -7.502 0.378 1.967
H80 -6.590 -1.098 2.313
H81 -5.906 0.091 1.303
H82 -6.543 -0.093 5.257
H83 -6.256 1.622 5.081
H84 -7.634 1.007 4.331
C37 5.735 -2.178 4.278
O13 6.910 -2.314 4.362
N13 5.031 -2.680 3.220
C38 3.598 -2.586 3.148
C39 5.510 -3.564 2.126
H85 5.200 -1.776 5.152
H86 3.096 -2.582 2.180
H87 3.342 -1.677 3.692
H88 3.136 -3.411 3.689
H89 4.921 -4.480 2.122
H90 5.417 -2.992 1.202
H91 6.511 -3.916 2.378
C40 -6.074 0.500 -3.987
O14 -7.246 0.850 -3.943
N14 -5.178 0.522 -2.950
C41 -5.492 0.951 -1.565
C42 -3.804 -0.027 -3.154
H92 -5.549 0.089 -4.864
H93 -6.549 1.203 -1.479
H94 -4.990 1.883 -1.303
H95 -5.229 0.276 -0.752
H96 -3.020 0.654 -2.820
H97 -3.854 -0.883 -2.482
H98 -3.629 -0.274 -4.202

Below is 12 unconnected molecules or ions with the total composition C42H88N11O11, with properties calculated with ωB97M-V with the def2-TZVPD basis set.

**Molar mass**: 923.232 u
**HOMO**: -0.46 eV
**Net charge**: -1
**HOMO-LUMO gap**: 2.1 eV
**Lowest unoccupied orbital energy**: 1.63 eV
**DFT total energy**: -3083.09939 a.u.
**Multiplicity**: 1

Geometry (Å):
C1 0.378 -6.475 2.042
C2 0.897 -6.559 0.556
C3 1.947 -5.409 0.136
C4 2.437 -4.504 1.337
C5 1.630 -3.456 2.053
C6 2.195 -2.734 3.172
C7 3.574 -3.011 3.608
C8 4.390 -3.992 2.925
C9 3.809 -4.742 1.794
H1 -0.737 -6.352 2.104
H2 0.760 -7.310 2.687
H3 1.365 -7.572 0.396
H4 -0.012 -6.398 -0.102
H5 2.854 -5.953 -0.271
H6 1.551 -4.814 -0.757
H7 0.590 -3.319 1.671
H8 1.543 -1.992 3.692
H9 3.944 -2.426 4.489
H10 5.451 -4.182 3.244
H11 4.463 -5.499 1.293
C10 -0.959 -2.182 -0.436
C11 -0.054 -2.032 -1.613
O1 0.598 -2.953 -2.042
N1 0.027 -0.800 -2.201
C12 -0.673 0.413 -1.827
H12 -0.920 -3.210 -0.079
H13 -0.626 -1.522 0.367
H14 -1.991 -1.946 -0.710
H15 0.659 -0.769 -2.987
H16 -1.272 0.744 -2.682
H17 0.065 1.180 -1.588
H18 -1.322 0.265 -0.971
C13 -2.095 2.269 2.671
C14 -1.175 2.414 1.485
O2 -0.507 1.485 1.059
N2 -1.108 3.633 0.884
C15 -1.818 4.851 1.234
H19 -2.045 1.247 3.043
H20 -1.786 2.945 3.470
H21 -3.124 2.482 2.375
H22 -0.476 3.654 0.098
H23 -2.410 5.156 0.375
H24 -1.079 5.626 1.458
H25 -2.469 4.717 2.091
C16 -6.075 5.832 1.878
C17 -5.162 5.959 0.685
O3 -4.504 5.017 0.261
N3 -5.081 7.168 0.078
C18 -5.765 8.400 0.423
H26 -6.035 4.813 2.257
H27 -5.753 6.510 2.671
H28 -7.103 6.055 1.589
H29 -4.453 7.178 -0.712
H30 -6.362 8.718 -0.435
H31 -5.003 9.155 0.633
H32 -6.415 8.282 1.288
C19 -2.771 -2.780 -7.289
C20 -2.624 -1.612 -6.346
O4 -3.219 -0.555 -6.519
N4 -1.799 -1.770 -5.280
C21 -1.017 -2.939 -4.912
H33 -3.458 -2.512 -8.090
H34 -1.805 -3.031 -7.730
H35 -3.177 -3.643 -6.759
H36 -1.746 -0.953 -4.688
H37 -1.328 -3.259 -3.918
H38 0.034 -2.651 -4.883
H39 -1.147 -3.759 -5.613
C22 -2.967 -4.752 3.791
C23 -2.887 -3.524 2.921
O5 -1.823 -3.030 2.598
N5 -4.060 -2.970 2.492
C24 -5.409 -3.413 2.764
H40 -1.960 -5.077 4.049
H41 -3.507 -4.524 4.713
H42 -3.465 -5.561 3.254
H43 -3.932 -2.153 1.914
H44 -5.892 -3.632 1.810
H45 -5.948 -2.605 3.262
H46 -5.432 -4.300 3.392
C25 -1.715 11.527 -0.631
C26 -2.692 10.989 0.381
O6 -3.681 10.346 0.053
N6 -2.440 11.239 1.693
C27 -1.330 11.974 2.264
H47 -2.042 11.251 -1.631
H48 -1.671 12.617 -0.568
H49 -0.725 11.100 -0.460
H50 -3.132 10.851 2.317
H51 -0.785 11.311 2.939
H52 -1.726 12.817 2.833
H53 -0.650 12.344 1.502
C28 -5.368 -2.738 -2.663
C29 -5.855 -3.175 -1.304
O7 -6.291 -2.381 -0.482
N7 -5.792 -4.502 -1.012
C30 -5.308 -5.580 -1.853
H54 -5.476 -1.659 -2.756
H55 -4.313 -2.993 -2.784
H56 -5.961 -3.215 -3.446
H57 -6.131 -4.729 -0.090
H58 -6.118 -6.298 -1.999
H59 -4.480 -6.075 -1.341
H60 -4.968 -5.222 -2.820
C31 8.342 -5.830 1.441
C32 7.859 -6.248 2.806
O8 7.437 -5.445 3.621
N8 7.907 -7.576 3.113
C33 8.372 -8.668 2.281
H61 8.245 -4.752 1.338
H62 9.393 -6.099 1.316
H63 7.738 -6.308 0.667
H64 7.568 -7.787 4.040
H65 7.552 -9.376 2.147
H66 9.196 -9.169 2.793
H67 8.711 -8.324 1.308
C34 0.477 7.617 -3.264
C35 -0.022 7.225 -1.897
O9 -0.469 8.049 -1.104
N9 0.039 5.911 -1.563
C36 0.530 4.803 -2.364
H68 0.369 8.693 -3.393
H69 1.533 7.359 -3.366
H70 -0.107 7.113 -4.035
H71 -0.308 5.715 -0.636
H72 -0.277 4.083 -2.490
H73 1.355 4.329 -1.823
H74 0.877 5.122 -3.336
C37 -1.848 3.287 -6.085
C38 -1.621 4.614 -5.407
O10 -0.649 4.824 -4.690
N10 -2.543 5.592 -5.615
C39 -3.745 5.527 -6.423
H75 -1.037 2.608 -5.830
H76 -2.788 2.847 -5.748
H77 -1.863 3.417 -7.169
H78 -2.334 6.453 -5.134
H79 -3.687 6.296 -7.196
H80 -4.605 5.729 -5.782
H81 -3.869 4.556 -6.892
C40 13.134 -6.017 5.809
C41 12.065 -6.782 5.068
O11 12.313 -7.449 4.074
N11 10.795 -6.707 5.547
C42 10.317 -5.973 6.701
H82 14.092 -6.168 5.317
H83 12.904 -4.950 5.802
H84 13.210 -6.377 6.836
H85 10.129 -7.241 5.007
H86 9.862 -6.679 7.399
H87 9.559 -5.261 6.370
H88 11.117 -5.437 7.205

Below is C4H9NO2 in the gas phase, with properties calculated with ωB97M-V with the def2-TZVPD basis set.

**Molar mass**: 103.121 u
**Energy above the lowest of the compared OMol25 structures with the same formula, charge and spin**: 56.1 kJ/mol
**HOMO**: -9.57 eV
**HOMO-LUMO gap**: 10.3 eV
**Lowest unoccupied orbital energy**: 0.70 eV
**DFT total energy**: -363.06416 a.u.
**Multiplicity**: 1

Geometry (Å):
N1 2.126 0.229 1.038
C1 0.970 -0.499 1.148
O1 0.468 -0.763 2.226
C2 0.394 -1.046 -0.151
C3 -1.090 -0.692 -0.292
C4 -1.299 0.665 -0.944
O2 -0.508 1.617 -0.252
H1 2.397 0.711 1.883
H2 2.285 0.733 0.178
H3 0.964 -0.708 -1.026
H4 0.508 -2.134 -0.091
H5 -1.609 -1.445 -0.896
H6 -1.539 -0.705 0.707
H7 -1.000 0.614 -2.004
H8 -2.365 0.934 -0.912
H9 -0.702 2.490 -0.614